# 1
{"formula": "C5H5O3S2", "method": "ωB97M-V with the def2-TZVPD basis set", "de_lowest_kcal_mol": 32.1, "charge": -1, "symbols": ["C", "C", "C", "C", "C", "O", "O", "O", "S", "S", "H", "H", "H", "H", "H"], "positions_angstrom": [[0.86, 1.19, 0.71], [-0.28, 0.38, 0.54], [1.19, 1.77, -0.49], [-0.94, 0.50, -0.69], [-2.18, -0.09, -0.99], [0.36, -2.58, 0.42], [2.22, -1.57, 2.06], [-2.86, -0.85, -0.27], [-0.11, 1.50, -1.77], [1.68, -1.55, 0.64], [1.38, 1.19, 1.61], [-0.77, -0.20, 1.31], [2.20, 2.16, -0.91], [-2.48, 0.14, -2.11], [-0.27, -2.00, -0.06]], "nbo_charge": [-0.260, -0.225, -0.402, -0.451, 0.335, -0.909, -0.962, -0.643, 0.286, 0.974, 0.232, 0.239, 0.222, 0.074, 0.491]}

# 2
{"formula": "C6H13NO", "method": "ωB97M-V with the def2-TZVPD basis set", "de_lowest_kcal_mol": 64.6, "smiles": "C=C/C=C/CNC.O", "charge": 0, "symbols": ["C", "N", "C", "C", "C", "C", "C", "H", "H", "H", "H", "H", "H", "H", "H", "H", "H", "H", "H", "H", "O"], "positions_angstrom": [[0.70, 2.10, -0.45], [1.87, 1.80, 0.31], [2.29, 0.41, 0.39], [-0.25, -3.31, 1.12], [-0.24, -2.53, 0.06], [0.88, -1.56, -0.18], [1.17, -0.56, 0.63], [0.67, 3.16, -0.72], [-0.27, 1.85, 0.04], [0.63, 1.58, -1.40], [1.98, 2.30, 1.17], [3.05, 0.35, 1.16], [2.90, 0.14, -0.48], [0.54, -3.40, 1.86], [-1.07, -4.01, 1.28], [-1.01, -2.59, -0.70], [1.48, -1.95, -1.02], [0.63, -0.43, 1.56], [-5.22, 1.43, -1.41], [-5.63, 2.91, -1.36], [-5.11, 2.27, -1.85]], "nbo_charge": [-0.417, -0.637, -0.252, -0.389, -0.208, -0.225, -0.192, 0.200, 0.165, 0.199, 0.365, 0.203, 0.184, 0.197, 0.191, 0.206, 0.208, 0.203, 0.469, 0.469, -0.938]}

# 3
{"formula": "C9H21O12V", "method": "ωB97M-V with the def2-TZVPD basis set", "de_lowest_kcal_mol": 15.3, "charge": 0, "s2": 2.01, "spin_multiplicity": 3, "symbols": ["V", "O", "H", "O", "H", "O", "H", "C", "O", "C", "O", "O", "C", "H", "H", "H", "H", "H", "H", "C", "O", "C", "O", "O", "C", "H", "H", "H", "H", "H", "H", "C", "O", "C", "O", "O", "C", "H", "H", "H", "H", "H", "H"], "positions_angstrom": [[-15.93, -0.91, -8.26], [-16.37, 0.38, -6.81], [-15.72, 0.61, -6.16], [-15.28, -1.49, -10.03], [-14.61, -1.86, -10.58], [-17.31, -2.32, -7.93], [-17.62, -3.13, -7.55], [-19.50, -0.23, -8.28], [-19.40, 0.88, -9.15], [-18.24, 1.10, -9.70], [-17.22, 0.53, -9.45], [-18.37, 2.10, -10.55], [-17.17, 2.54, -11.17], [-20.45, -0.25, -7.74], [-18.72, -0.26, -7.51], [-19.37, -1.15, -8.85], [-16.43, 2.79, -10.41], [-17.43, 3.42, -11.75], [-16.77, 1.80, -11.87], [-14.95, -4.34, -5.90], [-13.69, -3.93, -6.44], [-13.62, -2.73, -6.97], [-14.58, -2.00, -7.12], [-12.36, -2.46, -7.29], [-11.96, -1.13, -7.47], [-14.78, -5.40, -5.72], [-15.77, -4.30, -6.62], [-15.24, -3.79, -5.01], [-10.94, -1.03, -7.10], [-12.59, -0.42, -6.93], [-11.88, -0.78, -8.50], [-13.26, 3.95, -8.40], [-13.84, 2.69, -8.07], [-13.76, 1.61, -8.80], [-14.34, 0.60, -8.55], [-13.02, 1.82, -9.90], [-12.96, 0.74, -10.82], [-13.49, 4.26, -9.42], [-12.17, 3.86, -8.33], [-13.58, 4.62, -7.62], [-12.84, 1.10, -11.84], [-13.86, 0.12, -10.81], [-12.06, 0.16, -10.60]], "lowdin_spin": [1.920, -0.009, 0.003, 0.019, 0.002, 0.015, 0.001, 0.000, 0.001, 0.002, 0.008, 0.001, 0.000, 0.000, 0.000, 0.000, 0.000, 0.000, 0.000, 0.001, 0.002, 0.005, 0.014, 0.003, 0.000, 0.000, 0.000, 0.000, 0.000, 0.000, 0.000, 0.000, 0.001, 0.002, 0.006, 0.001, 0.000, 0.000, 0.000, 0.000, 0.000, 0.000, 0.000]}

# 4
{"formula": "C22H22AuBr3N7O7", "method": "ωB97M-V with the def2-TZVPD basis set", "de_lowest_kcal_mol": 13.7, "charge": 1, "symbols": ["Au", "Br", "C", "C", "C", "N", "C", "C", "C", "C", "C", "Br", "C", "C", "N", "H", "H", "H", "H", "H", "H", "O", "N", "O", "C", "C", "C", "C", "O", "C", "C", "N", "O", "O", "N", "O", "O", "H", "H", "Br", "C", "C", "N", "C", "C", "C", "C", "N", "H", "H", "H", "H", "H", "H", "H", "H", "H", "H", "H", "H", "H", "H"], "positions_angstrom": [[0.23, -0.07, 0.16], [-0.30, 6.06, 2.78], [-0.23, 4.38, 1.95], [-1.15, 3.40, 2.29], [-1.05, 2.17, 1.66], [-0.09, 1.92, 0.77], [0.82, 2.86, 0.44], [0.75, 4.12, 1.01], [1.87, 2.47, -0.53], [3.01, 3.23, -0.76], [3.92, 2.78, -1.71], [5.49, 3.76, -2.04], [3.67, 1.61, -2.41], [2.52, 0.91, -2.09], [1.66, 1.33, -1.17], [-1.92, 3.57, 3.03], [-1.73, 1.37, 1.90], [1.44, 4.90, 0.72], [3.20, 4.14, -0.22], [4.35, 1.25, -3.16], [2.26, -0.01, -2.61], [3.80, -3.52, 6.03], [2.70, -3.10, 6.33], [2.14, -3.26, 7.39], [1.97, -2.36, 5.29], [0.69, -1.90, 5.55], [0.00, -1.20, 4.60], [0.55, -0.90, 3.29], [-0.15, -0.36, 2.38], [1.90, -1.37, 3.13], [2.58, -2.11, 4.09], [2.58, -1.13, 1.90], [2.33, -0.06, 1.30], [3.36, -1.94, 1.47], [-1.36, -0.76, 4.95], [-1.87, -1.30, 5.91], [-1.85, 0.18, 4.36], [0.22, -2.09, 6.51], [3.58, -2.46, 3.90], [-1.39, 0.08, -1.88], [-2.23, -3.19, 2.01], [-2.13, -2.65, 0.58], [-1.28, -3.46, -0.29], [-1.87, -4.74, -0.71], [-1.39, -5.93, 0.13], [-0.06, -3.13, -0.67], [0.63, -4.04, -1.66], [0.62, -2.05, -0.30], [-2.79, -2.48, 2.61], [-1.23, -3.32, 2.43], [-2.75, -4.15, 2.04], [-1.76, -1.64, 0.61], [-3.13, -2.61, 0.13], [-1.65, -4.91, -1.76], [-2.95, -4.64, -0.61], [-0.30, -5.96, 0.18], [-1.73, -6.86, -0.33], [-1.77, -5.89, 1.15], [0.06, -4.02, -2.59], [0.70, -5.07, -1.32], [1.64, -3.67, -1.86], [1.56, -2.05, -0.69]], "nbo_charge": [1.394, 0.164, -0.019, -0.254, 0.113, -0.446, 0.181, -0.246, 0.248, -0.254, -0.040, 0.146, -0.251, 0.073, -0.516, 0.264, 0.259, 0.250, 0.241, 0.252, 0.211, -0.366, 0.535, -0.355, -0.049, -0.094, -0.091, 0.507, -0.738, -0.115, -0.093, 0.534, -0.485, -0.336, 0.530, -0.359, -0.380, 0.292, 0.281, -0.386, -0.621, -0.216, -0.351, -0.218, -0.619, 0.563, -0.678, -0.807, 0.237, 0.211, 0.215, 0.218, 0.219, 0.215, 0.224, 0.205, 0.236, 0.222, 0.258, 0.251, 0.234, 0.397]}

# 5
{"formula": "C4H8O8S2", "method": "ωB97M-V with the def2-TZVPD basis set", "de_lowest_kcal_mol": 46.6, "charge": -2, "symbols": ["C", "C", "C", "C", "O", "O", "O", "O", "O", "O", "O", "O", "S", "S", "H", "H", "H", "H", "H", "H", "H", "H"], "positions_angstrom": [[-1.82, 0.06, -0.82], [-0.54, -0.26, 0.01], [-0.06, 0.86, 0.88], [2.50, -0.10, 0.95], [2.15, -1.37, -1.21], [3.79, 2.13, 0.64], [3.73, -2.39, 0.44], [1.37, -2.43, 0.92], [4.39, 0.37, -1.02], [2.17, 1.56, -1.07], [-0.81, -1.40, 0.76], [-0.01, 2.03, 0.52], [2.47, -1.60, 0.22], [3.39, 0.93, -0.16], [-1.73, 1.03, -1.12], [-1.91, -0.70, -1.58], [-2.61, -0.06, -0.05], [0.40, -0.49, -0.63], [-0.06, 0.54, 1.92], [3.12, -0.10, 1.77], [0.04, -1.87, 0.96], [1.37, 1.45, -0.55]], "nbo_charge": [-0.614, -0.070, 0.442, -1.177, -1.019, -1.020, -1.038, -1.061, -0.939, -0.916, -0.799, -0.646, 2.337, 2.306, 0.202, 0.206, 0.190, 0.251, 0.125, 0.225, 0.507, 0.507]}

# 6
{"formula": "C11H17BN6OTi", "method": "ωB97M-V with the def2-TZVPD basis set", "energy_ha": -1706.9891, "charge": 2, "symbols": ["H", "N", "B", "N", "C", "Ti", "H", "C", "H", "C", "H", "C", "H", "H", "H", "N", "N", "N", "N", "C", "C", "H", "H", "C", "C", "C", "C", "H", "H", "H", "H", "H", "C", "O", "H", "H", "H"], "positions_angstrom": [[2.14, -0.06, 2.19], [0.87, -1.30, 0.99], [-0.33, -3.19, -0.13], [0.54, -2.64, 1.03], [1.14, -3.20, 2.09], [0.09, -0.10, -0.44], [0.99, -4.25, 2.31], [1.90, -2.24, 2.74], [2.53, -2.37, 3.60], [1.72, -1.05, 2.04], [-0.49, -4.37, 0.02], [-0.09, 1.77, -2.56], [0.36, 2.75, -2.32], [-1.18, 1.85, -2.49], [0.19, 1.49, -3.58], [0.42, -2.89, -1.48], [-1.68, -2.44, -0.13], [0.72, -1.58, -1.84], [-1.72, -1.06, -0.31], [0.89, -3.73, -2.42], [-2.93, -2.91, -0.01], [0.78, -4.79, -2.29], [-3.12, -3.95, 0.18], [1.50, -2.99, -3.42], [-3.81, -1.84, -0.16], [1.38, -1.65, -3.03], [-3.03, -0.70, -0.34], [1.99, -3.37, -4.30], [-4.88, -1.87, -0.14], [1.74, -0.77, -3.54], [-3.30, 0.34, -0.49], [0.34, 0.99, -1.86], [0.31, 2.65, 1.11], [0.36, 1.39, 0.45], [1.33, 3.07, 1.23], [-0.15, 2.57, 2.11], [-0.30, 3.34, 0.50]], "nbo_charge": [0.251, -0.382, 0.514, -0.302, 0.104, 1.854, 0.265, -0.294, 0.277, 0.044, 0.020, -0.703, 0.270, 0.253, 0.270, -0.315, -0.305, -0.445, -0.432, 0.087, 0.104, 0.260, 0.268, -0.304, -0.293, 0.036, 0.039, 0.275, 0.277, 0.242, 0.249, 0.040, -0.274, -0.627, 0.228, 0.230, 0.218]}